Entry from the Open Molecules 2025 dataset: C28H23Cl5MnN6SSi as an isolated structure (ωB97M-V/def2-TZVPD).

CARTESIAN COORDINATES (ANGSTROEM)
Mn -0.74695 0.19284 0.29062
N 2.81583 -1.00099 2.47750
C 1.90060 -0.85580 1.50867
N 0.95343 0.02080 1.53368
C 0.87085 0.91957 2.59436
N 0.04109 1.90489 2.54393
N -0.70842 1.82859 1.38899
C -1.32551 2.88203 0.99374
C -2.07822 2.70822 -0.23300
C -2.82528 3.72042 -0.82200
C -3.53459 3.43997 -1.97463
C -3.47172 2.15983 -2.50612
C -2.69948 1.20417 -1.86831
N -2.01410 1.46447 -0.75509
C 1.75850 0.73175 3.73719
C 1.65042 1.48634 4.90683
C 2.51231 1.25964 5.95808
C 3.49604 0.27468 5.85583
C 3.61605 -0.48348 4.71009
C 2.74079 -0.25301 3.65250
H 3.49624 -1.73849 2.40037
H 1.96959 -1.51852 0.65488
H -1.30085 3.81321 1.54821
H -2.84827 4.70194 -0.36796
H -4.13202 4.20606 -2.45086
H -4.01385 1.89557 -3.40290
H -2.61365 0.19179 -2.24232
H 0.87706 2.23977 4.96162
H 2.42515 1.84145 6.86522
H 4.16932 0.09742 6.68380
H 4.37272 -1.25423 4.63021
C 1.80754 -1.39176 -6.08636
Si 0.89965 -1.84312 -4.50599
C -0.90415 -2.11403 -4.92090
C 1.66116 -3.38768 -3.77474
C 1.10383 -0.39714 -3.31174
C 1.91810 0.68535 -3.60821
C 2.06342 1.75817 -2.72645
C 1.35288 1.72299 -1.54762
N 0.55455 0.70297 -1.23425
C 0.42592 -0.34844 -2.07161
S -0.64023 -1.53122 -1.39510
H 1.69206 -2.19661 -6.81605
H 2.87790 -1.24686 -5.92468
H 1.40523 -0.48159 -6.53717
H -0.99350 -2.86999 -5.70514
H -1.36480 -1.19451 -5.28920
H -1.46500 -2.45170 -4.04900
H 1.55337 -4.23692 -4.45371
H 1.17560 -3.63836 -2.83138
H 2.72724 -3.24253 -3.58485
H 2.46322 0.70436 -4.54542
H 2.70367 2.59791 -2.95672
H 1.40143 2.53087 -0.82431
Cl -0.19859 -2.89902 1.71804
C -1.49610 -1.94751 2.41947
C -1.93145 -0.77897 1.78047
C -3.08458 -0.25357 2.37962
Cl -3.90402 1.10255 1.63665
C -3.68353 -0.74461 3.53983
Cl -5.08096 0.00053 4.22460
C -3.13918 -1.85766 4.17069
Cl -3.82603 -2.46594 5.62802
C -2.04234 -2.47853 3.58973
Cl -1.38535 -3.88832 4.34036

For the HOMO-LUMO gap (alpha / beta), the calculation gives 6.648 / 6.239 eV. The calculation puts the max |F| at 0.00802 hartree/bohr. As for the total charge: 0. The value obtained for the energy above the lowest of the compared OMol25 structures with the same formula, charge and spin is 0.000 eV. The LUMO energy (alpha / beta) comes out at -0.7106 / -0.6961 eV. As for the multiplicity: 2. The total energy is -150997.24551 eV. For the molar mass, the calculation gives 735.89 g/mol.


Entry from the Open Molecules 2025 dataset: C28H23F9N2O2PS2Sn as an isolated structure (ωB97M-V/def2-TZVPD).

CARTESIAN COORDINATES (ANGSTROEM)
Sn -0.53023 -1.74813 2.13462
N 1.41446 -2.01344 1.07925
C 2.53571 -2.17116 0.82729
N 3.78478 -2.34687 0.54662
C 4.22195 -2.71440 -0.81705
C 5.03067 -1.55971 -1.37913
O 6.09975 -1.23278 -0.51529
C 5.65148 -0.80619 0.75803
C 4.87071 -1.90908 1.44844
H 3.34969 -2.94854 -1.42443
H 4.84388 -3.60614 -0.73148
H 4.38061 -0.68610 -1.52864
H 5.46655 -1.83581 -2.33744
H 5.02841 0.09100 0.66116
H 6.53591 -0.55074 1.33851
H 4.44536 -1.58205 2.39522
H 5.50978 -2.77502 1.62505
C -3.83166 -4.00010 2.37173
O -2.63775 -4.68034 2.76863
C -1.48748 -4.56987 2.10284
S -0.18797 -5.40292 2.59682
S -1.43488 -3.50403 0.66600
H -4.57622 -4.29732 3.10349
H -4.13944 -4.29839 1.37174
H -3.70235 -2.91765 2.40809
F -5.51483 4.85028 2.15020
C -5.88494 3.60928 1.80290
F -6.59418 3.09426 2.81252
F -6.69856 3.71664 0.74202
C -4.68020 2.76326 1.46801
C -3.74862 3.27136 0.56657
C -2.64393 2.51767 0.22564
C -2.46775 1.25153 0.78915
C -3.40448 0.75244 1.68501
C -4.51799 1.51034 2.02799
P -1.06145 0.22505 0.31836
C 0.41611 1.26929 0.49670
C 0.44705 2.28458 1.44999
C 1.60728 3.01627 1.65962
C 2.73684 2.73865 0.90849
C 2.71840 1.72781 -0.04318
C 1.56959 0.98189 -0.23513
C 3.98576 3.56249 1.09305
F 3.98633 4.62778 0.28009
F 5.08733 2.84201 0.81212
F 4.10203 4.00932 2.34855
C -1.23296 -0.08191 -1.46306
C -1.97424 -1.18649 -1.86921
C -2.18918 -1.42786 -3.21940
C -1.66694 -0.55829 -4.15912
C -0.94321 0.56125 -3.76465
C -0.72982 0.80285 -2.42077
C -1.84021 -0.82300 -5.63397
F -2.77137 -1.75200 -5.87168
F -0.68736 -1.25395 -6.17470
F -2.19280 0.29234 -6.28768
H -3.89294 4.25456 0.13813
H -1.92010 2.91317 -0.47636
H -3.27489 -0.23020 2.12375
H -5.24783 1.12840 2.72768
H -0.43424 2.51480 2.03525
H 1.62805 3.80020 2.40436
H 3.60113 1.53202 -0.63727
H 1.56375 0.19162 -0.97534
H -2.38936 -1.86883 -1.13840
H -2.76082 -2.29012 -3.53268
H -0.55524 1.24438 -4.50883
H -0.17092 1.68061 -2.12476

For the HOMO-LUMO gap, the calculation gives 7.739 eV. The calculation puts the max |F| at 0.00872 hartree/bohr. As for the total charge: +1. The value obtained for the energy above the lowest of the compared OMol25 structures with the same formula, charge and spin is 0.432 eV. The LUMO energy comes out at -3.1449 eV. The total energy is -97728.13022 eV. For the molar mass, the calculation gives 804.31 g/mol.


Entry from the Open Molecules 2025 dataset: C28H23GeN4RuS2Se as an isolated structure (ωB97M-V/def2-TZVPD).

CARTESIAN COORDINATES (ANGSTROEM)
Ru -0.40620 -2.63973 -0.53974
C -5.10395 -3.67862 1.77379
S -3.94198 -2.58475 2.61265
C -2.48695 -2.77675 1.58353
S -2.66614 -2.94970 -0.16265
N -1.36977 -2.68530 2.20664
N -0.24396 -2.89866 1.41494
C 0.64024 -1.72846 1.51949
C 1.95132 -2.11436 0.90488
C 3.22493 -1.69688 1.28640
C 4.28674 -1.95779 0.44148
C 4.07616 -2.65139 -0.74825
C 2.78363 -3.05923 -1.04873
N 1.75847 -2.80306 -0.24627
H -6.07796 -3.52341 2.24109
H -4.81903 -4.72614 1.87432
H -5.16858 -3.42585 0.71684
H 0.74863 -1.23371 2.49521
H 3.35063 -1.14325 2.20838
H 5.28269 -1.61329 0.69949
H 4.88229 -2.85851 -1.43891
H 2.55084 -3.60536 -1.95666
C -0.01287 -0.97375 0.33607
Ge -0.12296 0.84855 -0.01114
C 0.56674 1.93059 1.49396
C -0.23029 2.14939 2.61948
C 0.26940 2.79599 3.74337
C 1.58713 3.23356 3.76517
C 2.39847 3.01999 2.66011
C 1.88937 2.37244 1.53888
C -1.92235 1.55518 -0.39207
C -2.93142 0.69235 -0.82000
C -4.19913 1.17766 -1.11788
C -4.48243 2.53117 -0.98953
C -3.49193 3.40066 -0.55177
C -2.22479 2.91056 -0.25605
C 0.99506 1.41132 -1.55891
C 1.27195 2.74646 -1.85725
C 2.05032 3.09613 -2.95419
C 2.56341 2.10421 -3.78196
C 2.29489 0.77131 -3.50250
C 1.52050 0.43086 -2.39878
H -1.25814 1.80072 2.62165
H -0.36810 2.94802 4.60688
H 1.98146 3.73193 4.64379
H 3.43096 3.35161 2.67207
H 2.53679 2.20927 0.68315
H -2.73139 -0.37098 -0.88387
H -4.96954 0.48471 -1.43653
H -5.47419 2.90626 -1.21815
H -3.70593 4.45796 -0.43559
H -1.46402 3.60164 0.09675
H 0.87807 3.53496 -1.22133
H 2.25495 4.14038 -3.16592
H 3.16884 2.37046 -4.64141
H 2.68782 -0.01072 -4.14258
H 1.31222 -0.61110 -2.17165
Se 0.73403 -5.89349 -4.32882
C 0.15470 -4.64561 -3.12524
N -0.20958 -3.85638 -2.35617

For the HOMO-LUMO gap (alpha / beta), the calculation gives 4.398 / 4.986 eV. The calculation puts the max |F| at 0.01902 hartree/bohr. As for the total charge: -2. The value obtained for the energy above the lowest of the compared OMol25 structures with the same formula, charge and spin is 0.348 eV. The LUMO energy (alpha / beta) comes out at 4.4238 / 4.4216 eV. As for the multiplicity: 2. The total energy is -181483.27388 eV. For the molar mass, the calculation gives 732.29 g/mol.


Entry from the Open Molecules 2025 dataset: C28H24BBeF4N10OSe as an isolated structure (ωB97M-V/def2-TZVPD).

CARTESIAN COORDINATES (ANGSTROEM)
Be 0.33993 2.16340 -2.57805
C 3.85328 -1.73535 -2.78806
N 3.13079 -0.46346 -2.85569
C 1.83061 -0.20662 -2.88729
N 1.64819 1.10561 -2.92320
C 2.92038 1.61551 -2.92012
N 3.83926 0.69313 -2.86882
C 3.13555 -2.83089 -2.03633
C 3.47063 -4.14746 -2.33776
C 2.92043 -5.19991 -1.62330
C 1.98693 -4.95615 -0.62902
C 1.62125 -3.64584 -0.34725
C 2.21649 -2.58702 -1.02639
C 0.55593 -3.39841 0.62647
N 0.22215 -4.09086 1.65451
N -0.92807 -3.49546 2.17475
C -1.19208 -2.49228 1.41860
O -0.28764 -2.34913 0.40968
C -2.31602 -1.55849 1.48415
C -2.99247 -1.35375 2.68206
C -4.07681 -0.49273 2.70923
C -4.48658 0.16111 1.55383
C -3.81770 -0.05006 0.35524
C -4.28218 0.62879 -0.91506
N -3.15588 0.86855 -1.81520
C -2.09370 1.61911 -1.57812
N -1.19265 1.40451 -2.52718
C -1.79007 0.49077 -3.34854
N -2.97663 0.12979 -2.93685
C -2.72995 -0.91065 0.32647
H 4.79713 -1.48886 -2.30390
H 4.08244 -2.06436 -3.80100
H 1.06087 -0.96024 -2.88721
H 3.13449 2.67147 -2.94949
H 4.17880 -4.35186 -3.13213
H 3.20097 -6.21662 -1.86224
H 1.51914 -5.76746 -0.08791
H 1.94705 -1.57372 -0.75545
H -2.66709 -1.87012 3.57572
H -4.60560 -0.32325 3.63723
H -5.33251 0.83765 1.58981
H -4.76852 1.57839 -0.69788
H -4.97971 0.00701 -1.47309
H -1.97679 2.29088 -0.74289
H -1.34166 0.11447 -4.25374
H -2.20956 -1.11003 -0.60275
C -0.06260 4.00906 2.62477
N 0.27147 2.61446 2.36624
C 0.59944 2.07094 1.18188
Se 0.82891 3.02680 -0.38587
N 0.80362 0.75409 1.38417
C 0.64235 0.43585 2.73164
C 0.79884 -0.74414 3.44130
C 0.55312 -0.68525 4.80193
C 0.17925 0.51017 5.42837
C 0.04840 1.69082 4.71750
C 0.28820 1.62381 3.35349
H -0.12389 4.53888 1.67961
H 0.70784 4.46394 3.24526
H -1.02176 4.05578 3.13737
H 1.09881 0.12852 0.65471
H 1.10228 -1.66617 2.96363
H 0.66030 -1.58252 5.39621
H 0.00105 0.51342 6.49489
H -0.22625 2.61697 5.20370
F 0.28672 5.65981 -2.38983
B 0.26462 5.24996 -3.66749
F 1.37705 5.40119 -4.39219
F -0.91759 5.22636 -4.29374
F 0.42697 3.39816 -3.38337

For the HOMO-LUMO gap, the calculation gives 8.492 eV. The calculation puts the max |F| at 0.01078 hartree/bohr. As for the total charge: +1. The LUMO energy comes out at -2.6882 eV. The total energy is -123673.64000 eV. For the molar mass, the calculation gives 691.35 g/mol.


> What is the formula in the fourth record?

C28H24BBeF4N10OSe